(1)
This record from the OMol25 dataset describes C31H26EuN4OP2S4 as an isolated structure at a distorted geometry. The level of theory is ωB97M-V with the def2-TZVPD basis set.

Cartesian coordinates (Å):
Eu -3.190 0.946 19.478
S -0.785 1.466 17.472
P -1.740 3.237 17.219
C -3.277 3.232 18.084
P -4.716 3.984 18.786
S -5.668 2.614 20.008
C -4.580 5.539 19.742
C -4.294 5.420 21.124
C -4.351 6.518 21.947
C -4.392 7.819 21.370
C -4.352 7.964 20.003
C -4.463 6.839 19.195
C -6.005 4.185 17.541
C -6.796 5.287 17.498
C -7.792 5.381 16.508
C -8.079 4.295 15.701
C -7.207 3.149 15.707
C -6.215 3.098 16.676
C -0.456 4.566 17.297
C 0.836 4.321 17.733
C 1.831 5.271 17.548
C 1.526 6.528 17.075
C 0.227 6.803 16.669
C -0.778 5.785 16.699
C -2.039 3.388 15.442
C -0.937 3.469 14.585
C -1.153 3.364 13.216
C -2.451 3.269 12.724
C -3.555 3.245 13.595
C -3.344 3.290 14.963
H -4.075 4.427 21.464
H -4.227 6.398 23.014
H -4.482 8.708 22.004
H -4.357 8.986 19.563
H -4.464 6.937 18.118
H -6.631 6.134 18.188
H -8.307 6.322 16.344
H -8.995 4.233 15.136
H -7.347 2.384 14.883
H -5.655 2.189 16.835
H 1.089 3.495 18.356
H 2.872 4.976 17.597
H 2.330 7.269 17.001
H 0.001 7.790 16.252
H -1.782 5.995 16.191
H 0.035 3.561 15.008
H -0.294 3.298 12.608
H -2.601 3.250 11.626
H -4.571 3.179 13.231
H -4.170 3.258 15.728
S -1.548 1.910 21.839
C -2.949 1.379 22.685
S -3.804 0.009 22.159
C -3.321 2.055 23.902
C -4.006 1.525 24.987
N -4.403 1.178 26.017
C -3.036 3.394 24.043
N -2.806 4.531 24.239
C -4.402 -1.905 16.106
N -4.595 -2.721 17.341
C -4.199 -2.261 18.559
N -4.576 -3.064 19.622
O -3.451 -1.257 18.714
H -3.891 -2.453 15.306
H -3.789 -1.017 16.380
H -5.384 -1.502 15.838
H -5.224 -3.500 17.349
H -5.531 -3.413 19.733
H -4.192 -2.759 20.505

Properties
**HOMO level (spin up / spin down)**: -0.143 / -0.073 Eh
**Net charge**: -1
**Energy relative to the best compared isomer or geometry (same formula, charge and spin)**: 380.9 kJ/mol
**⟨S²⟩**: 12.077
**Energy**: -4476.9365 hartree
**Orbital gap (spin up / spin down)**: 5.9 / 1.5 eV
**Spin multiplicity**: 7

(2)
This record from the OMol25 dataset describes C31H27CrN9O2SSe2 as an isolated structure at a distorted geometry. The level of theory is ωB97M-V with the def2-TZVPD basis set.

Cartesian coordinates (Å):
Cr 0.310 0.785 -0.480
Se -5.086 0.910 4.882
N -3.288 0.761 4.947
C -2.870 0.726 3.692
C -1.482 0.627 3.328
C -0.447 0.456 4.248
C 0.849 0.369 3.790
C 1.106 0.490 2.423
N 0.166 0.698 1.516
C -1.135 0.708 1.954
C -2.124 0.787 0.959
N -1.669 0.838 -0.330
C -2.575 0.861 -1.297
C -3.953 0.851 -1.065
C -4.422 0.827 0.230
C -3.508 0.805 1.286
C -3.884 0.813 2.669
N -5.140 0.922 3.082
H -0.680 0.375 5.302
H 1.678 0.197 4.461
H 2.121 0.418 2.060
H -2.198 0.890 -2.312
H -4.629 0.851 -1.909
H -5.482 0.820 0.449
N 0.838 -7.423 -2.876
C 0.543 -6.253 -2.174
C -0.779 -5.818 -2.052
C -1.072 -4.678 -1.331
C -0.050 -3.970 -0.725
C 1.261 -4.402 -0.809
C 1.559 -5.541 -1.534
S -0.411 -2.444 0.104
O 0.311 -2.439 1.347
O -1.846 -2.316 0.162
N 0.217 -1.222 -0.782
C 0.061 -1.070 -2.110
N -0.157 -2.031 -3.009
C -0.174 -1.674 -4.289
C 0.025 -0.370 -4.708
C 0.212 0.579 -3.717
N 0.204 0.265 -2.428
H 0.157 -7.685 -3.569
H 1.785 -7.492 -3.208
H -1.569 -6.378 -2.540
H -2.084 -4.307 -1.236
H 2.036 -3.831 -0.311
H 2.583 -5.887 -1.617
H -0.339 -2.485 -4.991
H 0.028 -0.094 -5.752
H 0.373 1.622 -3.964
C -0.823 3.655 0.224
N 0.422 3.145 -0.368
C 0.433 3.522 -1.789
C 1.572 3.807 0.320
C 2.595 3.004 1.091
C 2.924 3.457 2.367
C 3.977 2.916 3.089
C 4.747 1.916 2.515
C 4.415 1.433 1.259
C 3.325 1.939 0.547
H -0.852 4.753 0.194
H -0.903 3.329 1.261
H -1.681 3.275 -0.326
H 0.372 4.613 -1.910
H -0.422 3.063 -2.290
H 1.351 3.158 -2.246
H 1.166 4.543 1.017
H 2.134 4.363 -0.437
H 2.329 4.248 2.812
H 4.194 3.279 4.086
H 5.592 1.493 3.047
H 4.975 0.623 0.810
Se 2.789 1.029 -1.042

Properties
**HOMO level (spin up / spin down)**: -0.078 / -0.121 Eh
**Net charge**: -1
**Energy relative to the best compared isomer or geometry (same formula, charge and spin)**: 22.4 kJ/mol
**⟨S²⟩**: 3.840
**Energy**: -8086.4568 hartree
**Orbital gap (spin up / spin down)**: 4.5 / 5.7 eV
**Spin multiplicity**: 4

(3)
This record from the OMol25 dataset describes C31H27N4O4W as an isolated structure. The level of theory is ωB97M-V with the def2-TZVPD basis set.

Cartesian coordinates (Å):
W 1.312 1.578 2.086
C 2.097 1.314 6.450
C 2.422 1.563 5.009
O 1.492 1.354 4.194
C 3.742 1.992 4.601
C 4.760 2.098 5.578
C 6.043 2.441 5.247
C 6.353 2.691 3.902
C 5.392 2.599 2.925
C 4.072 2.255 3.253
O 3.196 2.211 2.257
H 1.035 1.109 6.545
H 2.364 2.170 7.070
H 2.661 0.455 6.821
H 4.522 1.894 6.613
H 6.805 2.515 6.009
H 7.363 2.965 3.626
H 5.620 2.794 1.887
C -4.389 -5.501 -8.282
O -4.581 -5.680 -6.886
C -3.923 -4.851 -6.048
C -3.068 -3.835 -6.462
C -2.442 -3.047 -5.503
C -2.653 -3.255 -4.149
C -3.518 -4.279 -3.750
C -4.146 -5.067 -4.686
C -2.003 -2.441 -3.116
N -2.190 -2.577 -1.822
C -1.399 -1.616 -1.248
C -0.712 -0.904 -2.197
N -1.117 -1.435 -3.401
C 0.222 0.136 -1.884
C 1.003 0.863 -2.785
C 1.892 1.799 -2.302
C 1.997 2.009 -0.933
N 1.254 1.333 -0.054
C 0.374 0.409 -0.515
C -0.384 -0.290 0.491
N -0.162 0.090 1.782
C -0.831 -0.550 2.749
C -1.714 -1.589 2.479
C -1.930 -1.992 1.178
C -1.250 -1.329 0.152
H -4.999 -6.256 -8.766
H -3.341 -5.648 -8.554
H -4.717 -4.509 -8.599
H -2.883 -3.645 -7.508
H -1.783 -2.262 -5.857
H -3.687 -4.443 -2.695
H -4.817 -5.861 -4.389
H -0.825 -1.157 -4.320
H 0.925 0.690 -3.851
H 2.517 2.374 -2.970
H 2.688 2.729 -0.517
H -0.638 -0.209 3.757
H -2.224 -2.067 3.304
H -2.610 -2.797 0.935
C -2.289 3.853 2.053
O -1.316 2.835 1.820
C 0.003 3.021 2.143
C 0.428 4.401 2.604
H -2.275 4.195 3.088
H -3.248 3.384 1.848
H -2.156 4.701 1.380
H -0.313 5.175 2.420
H 1.350 4.707 2.110
H 0.631 4.393 3.680

Properties
**HOMO level (spin up / spin down)**: -0.337 / -0.348 Eh
**Net charge**: +1
**Energy relative to the best compared isomer or geometry (same formula, charge and spin)**: 0.0 kJ/mol
**⟨S²⟩**: 2.077
**Energy**: -1784.4298 hartree
**Orbital gap (spin up / spin down)**: 6.3 / 6.1 eV
**Spin multiplicity**: 3

(4)
This record from the OMol25 dataset describes C31H28AuBGeN8 as an isolated structure. The level of theory is ωB97M-V with the def2-TZVPD basis set.

Cartesian coordinates (Å):
Au -0.043 -0.304 0.859
C 1.832 -1.146 -3.110
C 1.926 -0.993 -1.729
N 0.715 -0.854 -1.206
N -0.180 -0.883 -2.224
C 0.482 -1.071 -3.381
B -1.692 -0.893 -1.882
N -1.888 -2.042 -0.846
C -2.350 -3.294 -0.990
C -2.165 -3.977 0.196
C -1.548 -3.058 1.038
N -1.387 -1.901 0.399
N -2.145 0.449 -1.207
C -3.096 1.291 -1.655
C -3.280 2.290 -0.722
C -2.385 1.989 0.304
N -1.711 0.888 -0.007
N -2.579 -1.106 -3.083
C -3.876 -1.523 -3.092
C -4.410 -1.218 -4.315
C -3.358 -0.581 -5.002
N -2.271 -0.500 -4.260
H 2.632 -1.284 -3.815
H 2.798 -0.981 -1.096
H -0.060 -1.118 -4.308
H -2.772 -3.623 -1.924
H -2.441 -4.993 0.417
H -1.217 -3.169 2.057
H -3.574 1.127 -2.606
H -3.964 3.118 -0.775
H -2.187 2.511 1.226
H -4.331 -1.980 -2.229
H -5.405 -1.427 -4.664
H -3.351 -0.183 -6.005
C 1.158 0.972 1.635
Ge 1.746 2.758 0.962
C 3.374 3.231 1.889
C 4.308 2.281 2.296
C 5.478 2.669 2.935
C 5.723 4.015 3.169
C 4.800 4.971 2.766
C 3.630 4.581 2.131
C 0.242 3.885 1.442
C -0.367 4.705 0.495
C -1.457 5.490 0.849
C -1.952 5.450 2.145
C -1.348 4.638 3.097
C -0.252 3.863 2.748
C 1.962 2.540 -0.949
C 3.240 2.581 -1.502
C 3.416 2.426 -2.871
C 2.316 2.225 -3.692
C 1.038 2.176 -3.149
C 0.861 2.335 -1.784
H 1.601 0.608 2.573
H 4.141 1.224 2.113
H 6.196 1.924 3.248
H 6.633 4.319 3.667
H 4.990 6.020 2.949
H 2.913 5.336 1.830
H 0.003 4.734 -0.523
H -1.919 6.133 0.111
H -2.805 6.058 2.417
H -1.726 4.616 4.111
H 0.227 3.253 3.507
H 4.103 2.746 -0.866
H 4.410 2.468 -3.295
H 2.454 2.106 -4.759
H 0.179 2.014 -3.789
H -0.143 2.302 -1.374

Properties
**HOMO level (spin up / spin down)**: -0.430 / -0.429 Eh
**Net charge**: +1
**⟨S²⟩**: 0.757
**Energy**: -3873.3626 hartree
**Orbital gap (spin up / spin down)**: 6.5 / 6.4 eV
**Spin multiplicity**: 2

(5)
This record from the OMol25 dataset describes C31H28BGeN8Pt as an isolated structure at a distorted geometry. The level of theory is ωB97M-V with the def2-TZVPD basis set.

Cartesian coordinates (Å):
Pt -0.984 -0.081 0.407
C -1.626 -2.989 3.494
C -1.454 -1.667 3.115
N -1.453 -1.604 1.780
N -1.608 -2.848 1.281
C -1.715 -3.701 2.306
B -1.742 -3.102 -0.247
N -2.754 -2.079 -0.819
C -3.830 -2.301 -1.585
C -4.475 -1.093 -1.806
C -3.716 -0.156 -1.124
N -2.682 -0.769 -0.536
N -0.357 -2.779 -0.853
C 0.653 -3.509 -1.342
C 1.672 -2.660 -1.748
C 1.219 -1.384 -1.450
N -0.009 -1.475 -0.926
N -2.289 -4.479 -0.478
C -1.890 -5.593 -1.165
C -2.810 -6.574 -0.947
C -3.783 -5.974 -0.114
N -3.480 -4.718 0.140
H -1.679 -3.379 4.495
H -1.350 -0.786 3.728
H -1.855 -4.756 2.151
H -4.088 -3.286 -1.932
H -5.365 -0.927 -2.386
H -3.868 0.908 -1.032
H 0.624 -4.583 -1.366
H 2.611 -2.926 -2.200
H 1.694 -0.431 -1.607
H -1.000 -5.629 -1.767
H -2.824 -7.571 -1.351
H -4.692 -6.408 0.271
C 0.535 0.701 1.366
Ge 1.386 2.308 0.669
C -0.211 3.402 0.509
C -1.274 2.795 -0.176
C -2.482 3.455 -0.341
C -2.650 4.706 0.237
C -1.605 5.306 0.932
C -0.383 4.656 1.074
C 3.024 2.837 1.586
C 3.375 4.167 1.788
C 4.522 4.459 2.516
C 5.323 3.435 3.001
C 4.978 2.108 2.787
C 3.831 1.804 2.065
C 2.067 1.997 -1.171
C 1.289 2.320 -2.282
C 1.707 1.918 -3.548
C 2.899 1.224 -3.704
C 3.680 0.913 -2.598
C 3.275 1.320 -1.332
H 0.786 0.410 2.392
H -1.138 1.779 -0.611
H -3.287 3.007 -0.910
H -3.606 5.206 0.161
H -1.746 6.280 1.382
H 0.418 5.127 1.628
H 2.785 4.979 1.382
H 4.794 5.492 2.688
H 6.241 3.672 3.521
H 5.592 1.309 3.180
H 3.566 0.763 1.899
H 0.369 2.882 -2.181
H 1.095 2.153 -4.409
H 3.240 0.957 -4.695
H 4.604 0.360 -2.712
H 3.907 1.105 -0.478

Properties
**HOMO level (spin up / spin down)**: -0.517 / -0.517 Eh
**Net charge**: +2
**Energy relative to the best compared isomer or geometry (same formula, charge and spin)**: 119.3 kJ/mol
**⟨S²⟩**: 0.755
**Energy**: -3856.6197 hartree
**Orbital gap (spin up / spin down)**: 5.3 / 4.7 eV
**Spin multiplicity**: 2

(6)
This record from the OMol25 dataset describes C31H28Br2CoN5OS as an isolated structure. The level of theory is ωB97M-V with the def2-TZVPD basis set.

Cartesian coordinates (Å):
Co 0.746 0.598 -0.141
N 9.080 5.328 3.537
C 8.154 4.837 3.068
C 6.994 4.222 2.480
C 6.317 4.858 1.443
C 5.202 4.260 0.882
C 4.735 3.030 1.348
C 5.429 2.405 2.385
C 6.550 2.988 2.949
C 3.542 2.384 0.747
C 3.719 1.129 0.119
C 4.995 0.502 -0.171
C 4.728 -0.671 -0.824
C 3.326 -0.755 -0.929
N 2.719 0.320 -0.355
C 2.315 3.085 0.722
C 2.070 4.396 1.298
C 0.759 4.702 1.044
C 0.225 3.601 0.339
N 1.152 2.630 0.147
H 6.675 5.810 1.075
H 4.690 4.747 0.062
H 5.080 1.448 2.755
H 7.080 2.499 3.755
H 5.957 0.924 0.067
H 5.435 -1.388 -1.209
H 2.747 -1.537 -1.397
H 2.799 4.993 1.817
H 0.229 5.600 1.313
H -0.785 3.474 -0.016
C 0.064 1.900 -2.997
C -1.275 1.841 -2.299
O -1.120 1.156 -1.046
C -2.346 0.728 -0.418
C -3.073 1.854 0.281
H -0.045 2.367 -3.975
H 0.465 0.894 -3.154
H 0.784 2.480 -2.421
H -2.012 1.293 -2.893
H -1.663 2.847 -2.116
H -2.070 -0.055 0.286
H -2.976 0.268 -1.185
H -2.458 2.284 1.073
H -3.981 1.461 0.738
H -3.363 2.646 -0.410
Br -1.974 -1.758 2.778
C -3.062 -2.887 1.690
C -3.393 -4.143 2.179
C -4.200 -4.933 1.381
C -4.627 -4.442 0.154
C -4.223 -3.175 -0.224
N -3.444 -2.398 0.536
H -3.043 -4.473 3.145
H -4.494 -5.919 1.715
H -5.261 -5.027 -0.497
H -4.540 -2.751 -1.169
S 0.558 1.228 3.375
C 0.492 0.753 1.947
Br -1.071 -5.875 -0.884
C -0.546 -4.082 -0.725
C 0.242 -3.678 0.339
C 0.601 -2.345 0.409
N 0.205 -1.436 -0.485
C -0.546 -1.846 -1.514
C -0.937 -3.158 -1.682
H 0.577 -4.376 1.092
H 1.237 -1.988 1.210
H -0.842 -1.087 -2.226
H -1.534 -3.449 -2.533

Properties
**HOMO level (spin up / spin down)**: -0.310 / -0.407 Eh
**Net charge**: +1
**Energy relative to the best compared isomer or geometry (same formula, charge and spin)**: 22.8 kJ/mol
**⟨S²⟩**: 8.781
**Energy**: -8475.7974 hartree
**Orbital gap (spin up / spin down)**: 4.9 / 6.0 eV
**Spin multiplicity**: 6

(7)
This record from the OMol25 dataset describes C31H28BrN9RhSSe as an isolated structure. The level of theory is ωB97M-V with the def2-TZVPD basis set.

Cartesian coordinates (Å):
Rh -0.007 0.059 -0.397
Se -7.448 -0.956 -1.627
N -6.535 -0.014 -0.439
C -5.264 -0.205 -0.693
C -4.191 0.416 0.068
C -4.403 1.308 1.121
C -3.313 1.865 1.758
C -2.033 1.514 1.349
N -1.822 0.651 0.356
C -2.878 0.114 -0.291
C -2.571 -0.758 -1.411
N -1.259 -0.938 -1.701
C -0.943 -1.673 -2.768
C -1.897 -2.278 -3.575
C -3.232 -2.119 -3.274
C -3.585 -1.335 -2.174
C -4.965 -1.068 -1.794
N -5.995 -1.572 -2.427
H -5.416 1.554 1.412
H -3.436 2.566 2.571
H -1.160 1.920 1.840
H 0.106 -1.785 -3.006
H -1.578 -2.862 -4.426
H -4.010 -2.575 -3.873
S 3.565 -0.353 -3.237
C 2.023 -0.058 -2.614
N 1.826 -0.351 -1.349
C 3.008 -0.846 -0.772
C 3.212 -1.249 0.551
C 4.458 -1.710 0.915
C 5.513 -1.781 -0.009
C 5.330 -1.389 -1.315
C 4.067 -0.921 -1.681
H 1.254 0.373 -3.238
H 2.404 -1.222 1.266
H 4.633 -2.022 1.936
H 6.479 -2.146 0.311
H 6.138 -1.437 -2.032
Br -0.004 2.376 -1.588
C 1.064 2.601 -0.017
C 1.713 3.772 0.282
C 2.448 3.782 1.463
C 2.483 2.644 2.257
C 1.792 1.515 1.857
N 1.082 1.492 0.720
H 1.651 4.633 -0.369
H 2.984 4.675 1.756
H 3.041 2.628 3.183
H 1.791 0.614 2.450
C 1.173 -5.418 -0.036
C 1.433 -4.342 -1.065
N 0.786 -3.106 -0.623
C 0.545 -2.750 0.648
N 0.006 -1.537 0.896
C -0.470 -1.237 2.257
C -0.644 -2.480 3.106
C 0.614 -3.305 3.022
N 0.853 -3.622 1.616
C 1.567 -4.875 1.321
H 1.753 -6.310 -0.263
H 0.117 -5.693 -0.036
H 1.012 -4.610 -2.034
H 2.507 -4.176 -1.193
H 0.613 -2.399 -1.306
H -1.431 -0.739 2.196
H 0.222 -0.553 2.759
H -1.490 -3.069 2.747
H -0.854 -2.185 4.134
H 0.513 -4.244 3.561
H 1.472 -2.771 3.447
H 1.320 -5.581 2.111
H 2.645 -4.692 1.364

Properties
**HOMO level**: -0.601 Eh
**Net charge**: +3
**Energy relative to the best compared isomer or geometry (same formula, charge and spin)**: 0.0 kJ/mol
**Energy**: -7174.3359 hartree
**Orbital gap**: 7.2 eV

Question: Look up the energy of the second one.
Answer: -8086.4568 hartree

Question: The highest energy belongs to which entry?
Answer: C31H27N4O4W

Question: What is the net charge in the seventh record?
Answer: +3